1.
Molecular formula: C32H40F24O16
Method: DFT, ωB97M-V/def2-TZVPD

Geometry as ORCA input:
```
! wB97M-V def2-TZVPD RIJCOSX def2/J DEFGRID3
* xyz 0 1
C -6.304 1.141 -1.891
C -5.194 0.284 -1.219
O -5.843 -0.642 -0.311
C -4.899 -1.474 0.296
O -3.654 -1.381 0.264
C -5.621 -2.569 1.095
F -6.763 -2.876 0.567
F -4.803 -3.701 1.249
F -5.828 -2.067 2.368
H -6.035 1.429 -2.821
H -6.262 2.229 -1.483
H -7.194 0.661 -2.151
H -4.655 0.902 -0.754
H -4.828 -0.254 -2.007
C -4.047 5.695 4.542
C -2.977 4.634 4.739
O -3.339 3.616 3.845
C -3.061 2.274 4.177
O -2.485 1.926 5.138
C -3.608 1.267 3.172
F -3.619 0.130 3.879
F -4.832 1.579 2.559
F -2.793 0.923 2.183
H -4.164 5.720 3.403
H -3.810 6.772 4.836
H -4.990 5.555 4.597
H -2.989 4.214 5.686
H -2.063 5.160 4.558
C 3.234 -3.431 3.642
C 1.929 -3.984 3.276
O 0.941 -2.963 3.489
C -0.327 -3.166 3.056
O -0.853 -4.029 2.384
C -1.144 -2.004 3.805
F -2.501 -2.311 3.379
F -1.146 -1.899 5.089
F -0.765 -0.826 3.363
H 3.421 -2.371 3.442
H 4.050 -3.859 3.227
H 3.574 -3.496 4.645
H 1.653 -4.733 3.912
H 2.052 -4.101 2.329
C 4.189 1.074 -0.817
C 5.113 1.413 -2.136
O 4.660 2.602 -2.750
C 5.295 2.952 -3.814
O 6.104 2.304 -4.518
C 4.784 4.320 -4.253
F 5.310 5.265 -3.493
F 5.024 4.494 -5.588
F 3.410 4.400 -3.967
H 4.385 1.946 -0.287
H 4.499 0.177 -0.303
H 3.165 0.861 -1.129
H 4.995 0.639 -2.790
H 6.181 1.373 -1.914
C 1.662 1.605 2.100
C 2.168 0.688 3.263
O 1.639 1.176 4.470
C 1.638 0.306 5.479
O 2.233 -0.722 5.560
C 0.952 0.987 6.744
F 0.426 2.198 6.365
F -0.153 0.318 7.226
F 1.917 1.172 7.741
H 0.651 1.729 2.071
H 1.854 1.280 1.152
H 2.226 2.441 2.088
H 3.097 0.749 3.271
H 1.626 -0.292 3.156
C 3.706 0.126 -6.101
C 2.636 0.466 -5.004
O 1.791 1.471 -5.486
C 0.897 2.171 -4.827
O 0.590 1.806 -3.615
C 0.217 3.255 -5.545
F 0.565 4.453 -5.071
F 0.506 3.240 -6.779
F -1.118 3.057 -5.373
H 4.302 -0.744 -6.027
H 4.629 0.805 -5.999
H 3.266 0.429 -7.084
H 3.152 0.826 -4.130
H 2.145 -0.374 -4.587
C -0.517 -4.885 -1.839
C -1.836 -4.046 -1.833
O -1.556 -2.895 -2.597
C -2.557 -2.254 -3.342
O -3.764 -2.604 -3.366
C -2.085 -1.093 -4.122
F -2.924 -0.729 -5.140
F -2.097 -0.073 -3.212
F -0.912 -1.201 -4.577
H -0.188 -5.050 -2.882
H -0.694 -5.670 -1.314
H 0.166 -4.517 -1.163
H -1.915 -3.729 -0.877
H -2.724 -4.724 -1.923
C -0.610 -0.531 -0.060
C 0.434 -0.901 -1.046
O 1.496 -1.674 -0.473
C 2.574 -2.063 -1.219
O 2.797 -1.752 -2.402
C 3.452 -3.062 -0.465
F 4.790 -3.252 -1.100
F 3.701 -2.665 0.830
F 2.827 -4.353 -0.291
H -1.379 0.129 -0.288
H -0.061 -0.026 0.853
H -1.049 -1.565 0.527
H 0.747 0.171 -1.541
H 0.091 -1.404 -1.992
*
```

highest occupied orbital energy	-11.018	eV
frontier orbital gap	10.66	eV
SMILES string	CCOC(=O)C(F)(F)F.CCOC(=O)C(F)(F)F.CCOC(=O)C(F)(F)F.CCOC(=O)C(F)(F)F.CCOC(=O)C(F)(F)F.CCOC(=O)C(F)(F)F.CCOC(=O)C(F)(F)F.CCOC(=O)C(F)(F)F
ΔE to the lowest compared entry with this formula, charge and spin	12.415	eV
electronic energy	-131803.0009	eV

***

2.
Molecular formula: C3H5N5
Method: DFT, ωB97M-V/def2-TZVPD

Geometry as ORCA input:
```
! wB97M-V def2-TZVPD RIJCOSX def2/J DEFGRID3
* xyz 0 1
C 0.722 -0.115 -0.397
C 0.201 1.366 0.178
C -0.766 -0.588 -0.449
H 1.734 -0.869 1.256
H 2.047 -1.860 -0.270
H 1.076 0.195 -1.424
H 1.007 2.351 -0.365
H 0.372 1.369 1.313
N 1.928 -0.873 0.250
N -1.215 0.698 -0.334
N -2.625 0.604 0.085
N -2.840 -0.726 0.247
N -1.641 -1.550 -0.091
*
```

highest occupied orbital energy	-10.451	eV
frontier orbital gap	10.30	eV
ΔE to the lowest compared entry with this formula, charge and spin	6.767	eV
electronic energy	-10636.1072	eV

***

3.
Molecular formula: C4H3N2O3
Method: DFT, ωB97M-V/def2-TZVPD

Geometry as ORCA input:
```
! wB97M-V def2-TZVPD RIJCOSX def2/J DEFGRID3
* xyz -1 1
C 0.768 -0.949 0.153
C 1.715 -0.257 -0.228
C -1.579 1.111 0.112
C -1.749 -1.094 1.026
N -2.170 0.096 0.776
N 2.668 0.365 -0.983
O -1.940 2.276 0.171
O -2.244 -2.061 1.543
O -0.176 -1.410 0.900
H -0.923 0.849 -0.641
H 2.460 1.332 -1.291
H 3.170 -0.258 -1.539
*
```

highest occupied orbital energy	-4.050	eV
frontier orbital gap	7.65	eV
SMILES string	NC#CO/C([O-])=N\C=O
ΔE to the lowest compared entry with this formula, charge and spin	3.805	eV
electronic energy	-13317.7950	eV

***

4.
Molecular formula: C27H25N5O
Method: DFT, ωB97M-V/def2-TZVPD

Geometry as ORCA input:
```
! wB97M-V def2-TZVPD RIJCOSX def2/J DEFGRID3
* xyz 0 1
C -3.709 -0.944 -4.968
H -2.961 -1.742 -4.911
O -4.583 -0.976 -3.866
C -4.062 -0.784 -2.622
C -4.977 -0.806 -1.567
C -4.543 -0.616 -0.273
C -3.199 -0.401 -0.003
C -2.286 -0.382 -1.043
C -2.717 -0.577 -2.351
H -1.977 -0.544 -3.133
C -0.801 -0.159 -0.824
N -0.356 0.929 -1.699
C 1.099 1.004 -1.915
C 1.737 -0.338 -2.000
C 1.683 -1.237 -3.027
C 2.325 -2.427 -2.606
C 2.739 -2.226 -1.328
N 2.394 -0.948 -0.944
C 2.750 -0.438 0.288
N 2.814 0.879 0.449
C 3.202 1.323 1.631
C 3.549 0.472 2.668
C 3.435 -0.884 2.398
N 3.042 -1.341 1.224
H 3.668 -1.638 3.138
H 3.871 0.840 3.626
H 3.245 2.399 1.732
H 3.271 -2.861 -0.650
H 2.459 -3.317 -3.187
H 1.227 -1.064 -3.982
H 1.598 1.577 -1.129
H 1.234 1.523 -2.871
C -0.889 2.199 -1.235
H -1.976 2.093 -1.222
C -0.408 2.642 0.165
C -0.250 1.442 1.040
C -0.441 0.170 0.583
N -0.175 -0.735 1.581
C 0.203 -0.051 2.702
C 0.590 -0.515 3.950
C 0.952 0.421 4.897
C 0.927 1.788 4.613
C 0.539 2.257 3.377
C 0.170 1.336 2.398
H 0.520 3.316 3.165
H 1.218 2.487 5.384
H 1.261 0.092 5.879
H 0.611 -1.573 4.167
H -0.224 -1.735 1.489
H 0.547 3.173 0.101
H -1.136 3.338 0.589
H -0.630 2.961 -1.975
H -0.289 -1.078 -1.140
H -2.872 -0.240 1.013
H -5.256 -0.630 0.537
H -6.018 -0.971 -1.792
H -3.202 0.022 -5.050
H -4.335 -1.100 -5.845
*
```

highest occupied orbital energy	-7.763	eV
frontier orbital gap	8.52	eV
SMILES string	COc1cccc([C@@H]2c3[nH]c4ccccc4c3CCN2Cc2cccn2-c2ncccn2)c1
ΔE to the lowest compared entry with this formula, charge and spin	0.446	eV
electronic energy	-37903.1682	eV

***

5.
Molecular formula: C33H39BrF9N2O6
Method: DFT, ωB97M-V/def2-TZVPD

Geometry as ORCA input:
```
! wB97M-V def2-TZVPD RIJCOSX def2/J DEFGRID3
* xyz 1 1
C 1.329 5.533 0.900
C 0.999 4.148 0.807
C 0.385 2.600 0.749
C -1.193 2.635 1.263
C -2.294 3.346 0.299
C -1.916 4.038 -1.175
C -1.933 2.915 -2.368
C -2.147 1.458 -2.071
N -3.700 3.430 0.756
N -4.016 2.909 1.967
C -3.235 2.180 3.021
C -3.951 1.660 4.421
C -4.160 0.036 4.505
C -5.135 -0.587 3.342
Br -6.327 -2.001 4.205
C -1.605 1.975 2.704
C -0.605 1.238 3.773
C 0.234 -0.038 3.181
C 1.308 -0.760 4.235
C 2.202 -2.081 3.766
C 2.109 -2.720 2.223
C 1.060 -1.971 1.176
C 0.908 -2.489 -0.407
C 0.137 -0.666 1.670
H 1.859 6.518 1.315
H 1.089 1.956 1.427
H 0.353 2.249 -0.372
H -0.937 4.689 -1.129
H -2.800 4.807 -1.404
H -1.734 3.237 -3.478
H -1.185 0.777 -2.075
H -3.199 1.011 -1.803
H -5.041 3.041 2.236
H -3.396 2.107 5.371
H -5.034 2.155 4.437
H -3.127 -0.543 4.497
H -4.708 -0.175 5.544
H -5.872 0.184 2.854
H -4.523 -1.185 2.510
H -1.279 0.852 4.680
H 0.123 2.065 4.191
H 1.416 -0.312 5.333
H 2.908 -2.536 4.590
H 2.772 -3.648 1.962
H 1.471 -1.653 -1.046
H 1.489 -3.488 -0.616
H -0.205 -2.487 -0.779
H -0.578 -0.195 0.873
C -7.770 -4.226 2.189
C -8.491 -4.941 1.062
O -8.374 -6.364 1.214
C -9.273 -6.957 2.064
O -10.138 -6.343 2.681
C -9.067 -8.471 2.093
F -7.751 -8.825 2.169
F -9.557 -9.076 0.973
F -9.681 -9.073 3.150
H -6.728 -4.558 2.251
H -7.789 -3.143 2.034
H -8.232 -4.447 3.157
H -8.024 -4.684 0.106
H -9.543 -4.638 0.998
C 4.831 4.346 -2.968
C 5.197 2.887 -3.164
O 4.404 2.050 -2.308
C 3.157 1.721 -2.773
O 2.706 2.102 -3.850
C 2.445 0.791 -1.791
F 2.584 1.188 -0.493
F 2.926 -0.483 -1.852
F 1.103 0.703 -2.017
H 4.914 4.625 -1.911
H 5.487 4.993 -3.558
H 3.795 4.537 -3.266
H 6.243 2.730 -2.880
H 5.099 2.583 -4.212
C 9.198 -1.752 -4.976
C 8.590 -0.633 -4.151
O 9.255 0.610 -4.424
C 8.825 1.295 -5.531
O 7.930 0.902 -6.274
C 9.580 2.616 -5.672
F 10.920 2.485 -5.455
F 9.141 3.554 -4.784
F 9.451 3.174 -6.909
H 10.280 -1.809 -4.811
H 8.749 -2.714 -4.714
H 9.049 -1.579 -6.047
H 8.734 -0.844 -3.086
H 7.511 -0.548 -4.320
*
```

highest occupied orbital energy	-10.539	eV
frontier orbital gap	5.94	eV
electronic energy	-144587.5610	eV

***

6.
Molecular formula: C12H22BBrO4
Method: DFT, ωB97M-V/def2-TZVPD

Geometry as ORCA input:
```
! wB97M-V def2-TZVPD RIJCOSX def2/J DEFGRID3
* xyz 0 1
C 1.100 -3.296 -0.928
C -0.123 -2.451 -1.296
C -0.781 -1.655 -0.149
C -1.415 -0.343 -0.667
C -2.943 -0.455 -0.600
C -1.033 1.037 -0.034
B -1.932 1.375 1.228
O -1.858 0.698 2.420
O -2.811 2.417 1.156
C -1.207 2.023 -1.218
C 0.158 1.939 -1.911
O 0.486 2.393 -2.991
O 1.035 1.261 -1.108
C 0.445 1.393 0.205
C 1.311 0.874 1.358
C 2.542 0.034 0.995
C 3.844 0.818 1.058
Br 2.701 -1.420 2.324
H 1.078 -3.576 0.116
H 2.022 -2.764 -1.139
H 1.131 -4.214 -1.510
H -0.871 -3.131 -1.697
H 0.141 -1.775 -2.105
H -0.102 -1.513 0.688
H -1.594 -2.274 0.226
H -1.167 -0.301 -1.724
H -3.276 -1.204 -1.317
H -3.431 0.478 -0.868
H -3.275 -0.787 0.381
H -1.409 -0.147 2.348
H -3.180 2.626 2.019
H -1.378 3.049 -0.911
H -1.919 1.688 -1.962
H 0.412 2.473 0.375
H 1.679 1.764 1.861
H 0.717 0.350 2.093
H 2.425 -0.413 0.017
H 4.683 0.149 1.204
H 3.819 1.485 1.915
H 3.978 1.396 0.148
*
```

highest occupied orbital energy	-10.131	eV
frontier orbital gap	10.49	eV
SMILES string	CCC[C@@H](C)[C@]1(B(O)O)CC(=O)O[C@@H]1C[C@@H](C)Br
ΔE to the lowest compared entry with this formula, charge and spin	0.262	eV
electronic energy	-91712.6639	eV

***

7.
Molecular formula: C5H20NO7
Method: DFT, ωB97M-V/def2-TZVPD

Geometry as ORCA input:
```
! wB97M-V def2-TZVPD RIJCOSX def2/J DEFGRID3
* xyz -1 1
C 0.942 -1.842 -0.782
C 0.671 -2.405 0.626
C -0.586 -1.844 1.357
O -0.350 -0.599 1.887
C 0.605 -0.387 -0.992
N 1.452 0.596 -0.559
C 2.388 0.365 0.533
O -0.329 -0.067 -1.734
H 1.988 -1.968 -1.083
H 0.345 -2.401 -1.502
H 0.580 -3.491 0.578
H 1.519 -2.197 1.282
H -1.456 -1.811 0.682
H -0.806 -2.591 2.153
H 1.047 1.524 -0.589
H 3.197 -0.306 0.242
H 1.904 -0.109 1.389
H 2.796 1.309 0.883
H -1.398 0.312 1.776
H -1.915 1.522 0.828
O -2.188 1.064 1.643
H -1.752 2.663 -1.506
H -0.681 1.638 -1.916
O -0.828 2.593 -1.744
H 0.426 0.936 2.573
H -0.403 2.170 2.817
O 0.506 1.857 2.899
H 1.828 -0.038 -3.807
H 2.499 0.301 -2.475
O 2.685 -0.039 -3.357
H -3.418 0.094 0.808
H -3.365 -0.668 -0.532
O -3.990 -0.357 0.135
*
```

highest occupied orbital energy	-5.047	eV
frontier orbital gap	8.22	eV
ΔE to the lowest compared entry with this formula, charge and spin	1.573	eV
electronic energy	-21334.7134	eV

***

8.
Molecular formula: C3H12N7
Method: DFT, ωB97M-V/def2-TZVPD

Geometry as ORCA input:
```
! wB97M-V def2-TZVPD RIJCOSX def2/J DEFGRID3
* xyz 1 1
C 1.153 -1.213 -0.401
C 0.090 -0.958 -1.402
C 1.680 0.104 0.198
N -0.954 -0.387 -0.827
N 0.522 0.833 0.739
N 2.224 0.965 -0.846
N -2.138 -0.212 -1.526
N 0.518 0.812 2.162
N -1.798 0.483 1.144
N -0.707 -0.006 0.447
H 1.932 -1.786 -0.859
H 0.169 -1.270 -2.336
H 2.364 -0.101 1.094
H 2.845 1.729 -0.665
H 1.655 1.169 -1.731
H -2.855 -1.014 -1.574
H -2.783 0.449 -1.128
H -0.363 1.312 2.372
H 0.563 -0.051 2.591
H -2.360 1.221 0.715
H -2.422 -0.388 1.372
H 0.666 -1.689 0.458
*
```

highest occupied orbital energy	-12.715	eV
frontier orbital gap	8.41	eV
SMILES string	N[C@@H]1CC=[N+](N)N(N)N1N
ΔE to the lowest compared entry with this formula, charge and spin	8.711	eV
electronic energy	-13723.5966	eV

***

9.
Molecular formula: C4H10ClN2
Method: DFT, ωB97M-V/def2-TZVPD

Geometry as ORCA input:
```
! wB97M-V def2-TZVPD RIJCOSX def2/J DEFGRID3
* xyz 1 1
C 2.790 0.425 -0.199
C -1.580 0.523 -1.118
C -0.488 -0.910 0.369
C -2.813 -0.555 0.592
N -1.492 -0.318 -0.125
N 3.694 -0.133 0.482
Cl 0.955 -1.066 -0.564
H 2.226 1.293 0.236
H 2.969 0.578 -1.216
H -0.704 0.827 -1.575
H -2.392 1.160 -1.255
H -0.594 -1.564 1.164
H -3.023 -1.680 0.427
H -2.588 -0.211 1.721
H -3.632 -0.184 -0.009
H 3.531 0.123 1.481
H 4.326 -0.853 0.218
*
```

highest occupied orbital energy (spin up / spin down)	-10.831 / -10.832	eV
frontier orbital gap (spin up / spin down)	6.60 / 6.60	eV
ΔE to the lowest compared entry with this formula, charge and spin	4.534	eV
electronic energy	-19801.8050	eV